Entry 1:
# C32H37BrLuN6O2S4

C32H37BrLuN6O2S4 as an isolated structure (ωB97M-V with the def2-TZVPD basis set, OMol25).

Properties
- energy above the lowest of the compared OMol25 structures with the same formula, charge and spin (kcal/mol) = 6.3
- 2S+1 = 2
- net charge = -2
- Kohn-Sham gap (spin up / spin down) (Ha) = 0.1540 / 0.2147

CARTESIAN COORDINATES (ANGSTROEM)
Lu1 -0.512 1.732 0.037
C1 0.775 4.434 -4.723
S1 1.844 4.914 -3.337
C2 1.122 3.952 -2.008
S2 -0.588 3.760 -1.950
N1 2.003 3.563 -1.152
N2 1.543 2.864 -0.068
C3 2.466 2.673 0.870
C4 2.162 2.024 2.073
C5 3.172 1.784 3.046
C6 2.875 1.124 4.203
C7 1.545 0.708 4.423
C8 0.607 1.005 3.452
N3 0.858 1.631 2.306
H1 1.243 4.803 -5.637
H2 -0.212 4.869 -4.600
H3 0.696 3.349 -4.741
H4 3.468 3.056 0.702
H5 4.178 2.130 2.837
H6 3.643 0.930 4.944
H7 1.261 0.174 5.320
H8 -0.428 0.725 3.621
C9 -1.624 -5.375 3.519
C10 -0.222 -4.752 3.629
C11 0.798 -5.864 3.379
C12 -0.020 -4.216 5.055
C13 -0.064 -3.598 2.639
C14 -1.012 -2.584 2.598
C15 -0.819 -1.508 1.762
Br1 -2.173 -0.141 1.655
C16 0.313 -1.299 0.942
O1 0.469 -0.216 0.271
C17 1.240 -2.392 0.935
C18 1.028 -3.471 1.779
C19 2.461 -2.332 0.015
C20 3.342 -1.128 0.391
C21 2.009 -2.210 -1.450
C22 3.325 -3.593 0.130
H9 -1.713 -6.235 4.190
H10 -1.807 -5.706 2.495
H11 -2.401 -4.659 3.785
H12 0.624 -6.689 4.075
H13 1.820 -5.510 3.526
H14 0.710 -6.251 2.361
H15 -0.150 -5.011 5.798
H16 -0.737 -3.422 5.268
H17 0.982 -3.797 5.162
H18 -1.907 -2.609 3.206
H19 1.759 -4.268 1.767
H20 2.797 -0.197 0.255
H21 4.235 -1.101 -0.241
H22 3.655 -1.193 1.438
H23 1.423 -1.308 -1.611
H24 1.392 -3.067 -1.734
H25 2.883 -2.175 -2.109
H26 3.730 -3.713 1.139
H27 4.165 -3.506 -0.562
H28 2.759 -4.489 -0.137
O2 -2.675 2.043 -0.341
N4 -3.469 3.072 -0.274
C23 -4.509 3.130 -1.123
C24 -5.406 4.168 -1.088
C25 -5.207 5.192 -0.159
C26 -4.131 5.127 0.694
C27 -3.231 4.047 0.666
S3 -1.902 3.870 1.703
H29 -4.557 2.305 -1.820
H30 -6.241 4.175 -1.774
H31 -5.883 6.038 -0.123
H32 -3.931 5.907 1.414
C28 0.383 1.749 -6.640
C29 -0.775 1.265 -5.806
C30 -2.057 1.167 -6.346
C31 -3.036 0.704 -5.481
N5 -2.804 0.363 -4.227
C32 -1.524 0.462 -3.777
S4 -1.188 -0.001 -2.167
N6 -0.514 0.937 -4.554
H33 0.410 1.226 -7.598
H34 1.309 1.570 -6.098
H35 0.291 2.820 -6.837
H36 -2.280 1.445 -7.368
H37 -4.067 0.600 -5.818

=====

Entry 2:
# C32H37Cl2N4O2PbSi2

C32H37Cl2N4O2PbSi2 as an isolated structure (ωB97M-V with the def2-TZVPD basis set, OMol25).

Properties
- energy above the lowest of the compared OMol25 structures with the same formula, charge and spin (kcal/mol) = 14.4
- net charge = -1
- Kohn-Sham gap (Ha) = 0.2478

CARTESIAN COORDINATES (ANGSTROEM)
Pb1 -0.545 0.511 -0.124
Cl1 -1.081 -3.143 6.030
C1 -0.543 -2.032 4.812
C2 -1.242 -1.939 3.625
C3 -0.840 -1.067 2.613
N1 -1.513 -0.962 1.414
C4 -2.631 -1.628 1.127
O1 -3.271 -2.448 1.789
C5 -3.213 -1.264 -0.216
C6 -3.852 -2.237 -0.979
C7 -4.499 -1.859 -2.141
C8 -4.514 -0.515 -2.492
C9 -3.845 0.376 -1.673
N2 -3.200 0.014 -0.577
C10 0.322 -0.263 2.816
C11 0.990 -0.362 4.037
C12 0.577 -1.247 5.016
Cl2 1.491 -1.373 6.480
N3 0.763 0.543 1.781
C13 1.919 1.210 1.805
O2 2.737 1.337 2.722
C14 2.261 1.897 0.506
C15 3.607 2.085 0.182
C16 3.932 2.703 -1.010
C17 2.905 3.173 -1.821
C18 1.603 2.957 -1.408
N4 1.289 2.321 -0.293
H1 -2.115 -2.554 3.465
H2 -3.840 -3.260 -0.639
H3 -5.003 -2.594 -2.752
H4 -5.040 -0.168 -3.371
H5 -3.818 1.433 -1.907
H6 1.871 0.235 4.203
H7 4.360 1.728 0.867
H8 4.964 2.824 -1.309
H9 3.113 3.677 -2.753
H10 0.767 3.298 -2.006
C19 -2.395 1.970 3.702
C20 -2.061 2.855 2.543
C21 -0.851 3.533 2.486
C22 -0.544 4.342 1.406
C23 -1.442 4.479 0.361
C24 -2.647 3.800 0.405
C25 -2.956 2.998 1.488
H11 -3.437 2.085 3.996
H12 -1.758 2.184 4.556
H13 -2.239 0.929 3.422
H14 -0.138 3.419 3.291
H15 0.401 4.867 1.378
H16 -1.198 5.107 -0.486
H17 -3.349 3.894 -0.413
H18 -3.894 2.462 1.513
C26 0.147 -2.538 -3.959
Si1 0.772 -0.908 -3.171
C27 -0.609 0.341 -3.634
C28 2.322 -0.361 -4.170
C29 1.138 -0.855 -1.316
Si2 2.056 -2.339 -0.554
C30 1.671 -2.766 1.260
C31 3.946 -1.975 -0.615
C32 1.845 -4.007 -1.481
H19 -0.318 -2.362 -4.927
H20 -0.591 -3.020 -3.328
H21 0.958 -3.241 -4.109
H22 -0.783 0.387 -4.706
H23 -0.364 1.342 -3.296
H24 -1.542 0.045 -3.162
H25 2.170 -0.415 -5.245
H26 3.179 -0.981 -3.924
H27 2.590 0.662 -3.922
H28 1.882 -0.055 -1.227
H29 1.996 -1.972 1.922
H30 2.167 -3.683 1.569
H31 0.607 -2.898 1.412
H32 4.206 -1.181 0.077
H33 4.257 -1.654 -1.605
H34 4.541 -2.845 -0.351
H35 0.797 -4.262 -1.589
H36 2.326 -4.822 -0.945
H37 2.281 -3.964 -2.474

=====

Entry 3:
# C32H37ClFN5O6S2Sb2Ti

C32H37ClFN5O6S2Sb2Ti as an isolated structure (ωB97M-V with the def2-TZVPD basis set, OMol25).

Properties
- energy above the lowest of the compared OMol25 structures with the same formula, charge and spin (kcal/mol) = 24.1
- 2S+1 = 3
- net charge = 0
- Kohn-Sham gap (spin up / spin down) (Ha) = 0.2188 / 0.2758

CARTESIAN COORDINATES (ANGSTROEM)
Ti1 -0.486 -0.039 0.566
S1 1.875 -0.609 1.734
C1 0.761 -0.283 3.010
N1 -0.502 -0.026 2.752
C2 -1.203 0.394 3.867
C3 -2.538 0.793 3.877
C4 -3.091 1.214 5.072
C5 -2.335 1.221 6.251
C6 -1.016 0.806 6.250
C7 -0.453 0.398 5.044
S2 1.164 -0.129 4.702
H1 -3.119 0.745 2.966
H2 -4.125 1.530 5.102
H3 -2.786 1.555 7.175
H4 -0.440 0.802 7.166
C8 0.638 -4.707 -2.742
Sb1 0.345 -2.629 -2.289
C9 2.318 -2.488 -1.485
C10 0.759 -1.944 -4.324
C11 2.184 -1.558 -4.550
C12 3.082 -2.515 -5.022
C13 4.429 -2.237 -5.192
C14 4.908 -0.969 -4.901
C15 4.020 -0.001 -4.457
C16 2.664 -0.269 -4.273
C17 1.775 0.856 -3.834
Sb2 1.295 1.068 -1.742
C18 0.630 3.078 -2.000
C19 3.283 1.542 -1.172
H5 -0.305 -5.206 -2.956
H6 1.111 -5.189 -1.885
H7 1.304 -4.801 -3.600
H8 3.037 -2.814 -2.237
H9 2.341 -3.157 -0.625
H10 2.592 -1.493 -1.139
H11 0.069 -1.124 -4.523
H12 0.481 -2.788 -4.955
H13 2.709 -3.504 -5.263
H14 5.098 -3.007 -5.556
H15 5.954 -0.728 -5.032
H16 4.384 1.000 -4.255
H17 0.824 0.862 -4.370
H18 2.277 1.806 -4.027
H19 1.134 3.513 -2.864
H20 0.868 3.664 -1.114
H21 -0.448 3.112 -2.161
H22 3.533 2.544 -1.522
H23 3.962 0.823 -1.633
H24 3.399 1.481 -0.092
Cl1 -3.325 4.813 1.305
C20 -1.781 4.036 1.422
C21 -0.715 4.648 2.048
C22 0.487 3.958 2.101
C23 0.576 2.702 1.526
N2 -0.472 2.119 0.924
C24 -1.636 2.765 0.887
H25 -0.824 5.634 2.478
H26 1.356 4.383 2.581
H27 1.503 2.140 1.530
H28 -2.474 2.273 0.413
F1 1.918 -5.655 1.993
C25 0.755 -5.643 1.339
C26 -0.197 -4.754 1.617
N3 -1.404 -4.729 0.942
C27 -2.386 -3.704 1.256
C28 -1.845 -2.302 1.066
O1 -2.618 -1.336 1.257
O2 -0.643 -2.186 0.698
C29 -1.658 -5.583 -0.103
O3 -2.656 -5.539 -0.798
N4 -0.663 -6.519 -0.333
C30 0.573 -6.641 0.291
O4 1.371 -7.491 -0.031
H29 -0.055 -3.995 2.373
H30 -2.763 -3.815 2.274
H31 -3.219 -3.846 0.572
H32 -0.838 -7.153 -1.099
N5 -4.343 -0.465 -3.228
C31 -3.942 -0.044 -1.886
C32 -2.457 0.212 -1.889
O5 -1.804 0.166 -0.880
O6 -1.907 0.464 -3.058
H33 -5.328 -0.316 -3.393
H34 -4.161 -1.454 -3.359
H35 -2.630 0.350 -3.719
H36 -4.159 -0.742 -1.076
H37 -4.439 0.899 -1.647